# 1
28
Properties=species:S:1:pos:R:3:forces:R:3 method="wB97M-V/def2-TZVPD" homo_ev="-2.78 / -2.78" charge=-1 relative_energy_kj_mol=390.0 spin_multiplicity=1
C 3.379724 -0.393591 -0.132348 0.056 -0.318 0.310
C 4.684558 0.134367 0.227249 -0.404 0.218 0.076
C 2.923402 -1.664562 -0.030138 -0.770 0.644 -0.235
C -2.207322 -2.044117 -0.344819 -2.119 0.035 -1.792
C -1.304456 -2.741205 0.628081 -0.371 -2.829 -0.624
C -1.412957 0.994581 0.097112 -2.050 -0.218 1.423
C -0.527435 0.811012 1.324761 1.552 -0.128 -2.001
C 2.904271 1.041579 -0.194408 -0.816 -0.511 1.151
C 0.285426 -0.832674 -0.721525 2.204 -2.450 1.721
C -0.875209 -1.593179 -0.124099 2.151 2.248 0.224
C -0.552632 -0.200605 0.255449 -0.510 0.837 -0.977
C 2.503991 1.560290 -1.544431 -0.240 1.926 -0.783
O 2.995021 -2.819407 0.155127 -0.113 0.740 -0.207
O 5.773655 -0.278075 0.481653 0.490 0.251 0.154
O 4.240730 1.486707 0.207526 0.823 -1.102 -0.388
H -2.439382 -2.509641 -1.309476 -0.001 -0.198 0.380
H -3.000695 -1.378348 -0.013571 -0.103 -0.181 0.194
H -1.598391 -2.747353 1.631489 -0.173 0.482 1.579
H -1.120379 -3.793477 0.312084 0.544 0.878 0.086
H -2.501905 0.799335 0.275433 0.830 0.336 -0.102
H -1.260195 1.838615 -0.556530 0.428 -0.066 -0.274
H 0.415416 1.312037 1.328421 0.356 0.741 -0.013
H -0.784527 0.544458 2.274678 -1.501 -0.478 2.388
H 2.260074 1.295801 0.674799 0.014 -0.031 -0.999
H 0.237999 -0.577124 -1.724021 -0.322 0.690 -1.915
H 1.445077 1.976642 -1.587940 1.240 -0.965 -0.042
H 2.739091 0.830389 -2.328488 -0.601 0.019 0.236
H 3.172651 2.430063 -1.801342 -0.594 -0.569 0.433

# 2
26
Properties=species:S:1:pos:R:3:forces:R:3 method="wB97M-V/def2-TZVPD" homo_ev=-7.71 relative_energy_kj_mol=516.1 spin_multiplicity=1
C -2.409868 1.021453 -0.595942 -0.614 -0.816 0.128
C -1.564661 2.096834 -0.272326 1.621 1.707 -0.358
C -2.121193 -0.235468 -0.159961 -1.122 0.535 -0.171
C -0.358889 1.824501 0.234353 1.201 0.733 -0.120
C -0.574749 -2.849141 0.119931 -1.709 2.751 -2.922
C 1.858052 -0.244918 -1.808909 -0.284 -0.967 0.286
C 2.542174 1.032907 1.173038 -1.016 -2.444 1.714
C -0.555275 -1.904519 1.030230 -1.177 0.375 -3.003
C 0.622498 -0.035543 -1.480722 -1.469 2.272 1.503
C 1.393860 0.339457 1.243648 0.774 -1.042 2.198
C -1.015864 -0.507726 0.891609 -0.474 1.187 -2.985
C 0.093552 0.508086 0.560333 1.171 -2.109 -2.499
H -3.236833 1.370441 -1.226203 -0.072 -1.160 0.189
H -1.676314 3.110557 -0.696458 -0.466 -0.636 0.431
H -2.893021 -0.973544 -0.394821 0.608 -0.266 0.167
H 0.468145 2.525481 0.195507 -0.373 0.499 0.220
H -0.270703 -3.816453 0.098034 1.276 -2.650 1.003
H -0.935410 -2.600063 -0.914047 -0.067 0.048 1.059
H 2.273941 -0.591906 -2.716512 -0.053 0.400 -1.439
H 2.512981 -0.373199 -1.029888 1.883 -0.410 2.036
H 3.428972 0.853225 1.793266 -0.638 -0.174 -0.226
H 2.606033 1.747209 0.473015 0.524 2.800 -2.414
H -0.076482 -2.055113 1.877094 1.936 -1.096 4.227
H -0.051427 0.424445 -2.196462 -0.818 -0.630 0.199
H 1.423691 -0.476071 2.018623 -0.248 0.707 -0.866
H -1.483217 -0.190935 1.783569 -0.394 0.383 1.643

# 3
34
Properties=species:S:1:pos:R:3:forces:R:3 method="wB97M-V/def2-TZVPD" homo_ev=-1.40 charge=-1 spin_multiplicity=1
Cl -1.314761 -0.122855 -5.056801 0.431 -0.171 0.490
B 0.019709 -0.277964 -3.746268 -0.139 0.140 0.233
Cl -0.152000 -1.874029 -2.707833 -0.014 0.285 -0.272
Cl 1.730932 -0.237685 -4.520209 -0.260 -0.070 0.040
O -0.144845 0.861433 -2.823520 -0.640 -0.438 -1.262
C 0.754047 1.179978 -1.957456 1.149 0.699 1.578
C 0.656826 2.448947 -1.274500 0.125 -1.121 -0.619
C 1.502505 2.807828 -0.183973 -0.360 0.069 -0.281
C 1.296185 4.024334 0.462800 0.023 -0.214 -0.165
C 0.287184 4.904658 0.032594 -0.031 -0.108 -0.074
C -0.505542 4.567141 -1.075514 -0.057 -0.419 -0.367
C -0.328663 3.357940 -1.733004 -0.164 0.278 0.198
H 1.596061 0.480777 -1.814245 -0.361 0.467 0.094
H 2.278771 2.087854 0.096679 -0.246 0.425 0.153
H 1.913817 4.303059 1.319394 -0.130 -0.116 -0.257
H 0.112530 5.847417 0.548674 0.123 -0.211 -0.064
H -1.286586 5.228863 -1.457260 0.286 0.007 0.300
H -0.928034 3.062054 -2.606351 0.256 0.290 0.560
O -2.998700 -2.317054 1.725212 -0.383 1.586 -0.983
C -2.449539 -1.284918 1.461366 1.180 0.221 0.944
C -0.471249 -1.749514 2.213455 -1.158 1.240 2.637
C -0.420340 -2.998063 3.045024 0.286 -0.019 -0.306
C 0.279642 -4.040369 2.111458 0.435 0.121 0.727
C 0.381620 -3.390893 0.725156 -0.013 0.537 -0.122
N -0.030210 -1.997626 0.983962 0.958 0.018 -3.152
O -2.147420 -0.184824 1.074733 -1.685 -1.636 0.019
H -0.449092 -0.735977 2.723981 0.403 -1.233 -1.005
H 0.139255 -2.808094 3.961778 0.139 -0.183 0.053
H -1.417207 -3.331930 3.366297 0.050 0.073 -0.287
H 1.293856 -4.219258 2.483622 -0.182 -0.161 0.047
H -0.259638 -4.993617 2.105652 0.162 0.218 -0.143
H 1.402809 -3.293606 0.312783 -0.318 -0.655 0.206
H -0.234317 -3.974010 0.008562 0.086 0.849 0.130
H -0.107607 -1.329994 0.193750 0.049 -0.771 0.948

# 4
38
Properties=species:S:1:pos:R:3:forces:R:3 method="wB97M-V/def2-TZVPD" homo_ev="-8.07 / -8.12" s_squared=0.766 relative_energy_kj_mol=46.5 spin_multiplicity=2
Cr -0.073476 -1.260427 -0.497722 -0.303 2.292 -0.483
C 2.908796 -1.833438 -0.224657 -0.076 -0.169 0.115
N 1.955965 -0.899553 -0.841559 0.125 0.241 -0.056
C 2.177145 -0.881980 -2.300295 -0.035 -0.039 -0.101
C 2.182147 0.458429 -0.286686 -0.097 0.215 -0.021
C 1.085255 1.434270 -0.703239 0.054 0.133 -0.230
N -0.184923 0.731096 -0.667297 0.910 -1.362 0.056
C -1.381911 1.323025 -0.451953 -0.949 0.447 -0.008
C -2.511209 0.487033 -0.540477 0.322 0.079 0.012
F -2.256835 -0.812803 -0.878339 0.047 -0.121 -0.071
C -3.799828 0.894086 -0.321580 -0.115 0.097 -0.008
F -4.799476 0.016124 -0.439950 0.011 -0.068 -0.001
C -4.069578 2.207340 0.015996 0.112 -0.011 -0.002
C -2.990119 3.063910 0.107919 -0.228 -0.086 -0.027
F -3.202652 4.342983 0.440598 0.052 0.086 -0.016
C -1.692485 2.657968 -0.132239 0.298 -0.204 -0.052
F -0.715303 3.583440 -0.041523 0.023 0.009 0.020
H 3.938410 -1.519328 -0.424771 0.001 0.022 -0.008
H 2.754293 -2.832428 -0.628771 0.001 0.026 -0.035
H 2.744287 -1.866193 0.851366 -0.031 0.044 -0.014
H 3.195046 -0.549678 -2.528953 -0.004 0.023 0.034
H 1.469522 -0.204085 -2.777830 0.008 -0.005 0.017
H 2.030500 -1.879541 -2.707333 -0.024 -0.015 0.035
H 3.162364 0.840334 -0.598773 0.020 -0.077 0.009
H 2.168879 0.363757 0.795542 0.028 -0.067 0.034
H 1.275929 1.818631 -1.713824 0.007 0.050 0.041
H 1.132161 2.288399 -0.028866 -0.048 0.007 0.005
H -5.077657 2.545570 0.199892 0.007 0.009 0.018
C 0.271905 -0.312191 3.598609 -0.118 -0.061 -0.075
O 0.631560 -0.649649 2.246233 0.164 0.057 0.043
C -0.381862 -0.996394 1.420553 -0.282 -0.452 0.821
O -1.530367 -1.063417 1.790974 0.059 0.122 0.095
H 1.045298 0.354872 3.967959 0.034 -0.025 -0.006
H 0.228162 -1.216064 4.204659 -0.003 0.002 0.003
H -0.700273 0.174732 3.613594 0.022 0.028 0.037
F -0.698132 -4.456465 -0.523473 0.067 0.143 0.265
B -0.295015 -3.226481 -0.816299 0.016 -1.602 -0.504
F 0.003489 -3.125873 -2.177496 -0.076 0.231 0.060

Computed max |F|, in the same sequence as the records: 3.718; 4.776; 3.295; 2.362 eV/A.